1.
The following is a DFT calculation (the ωB97M-V functional and the def2-TZVPD basis) of an isolated molecule of C20H29N3O4S2 in a non-equilibrium geometry.

Values from the calculation:
Energy relative to the best compared isomer or geometry (same formula, charge and spin) (kcal per mole): 1.9
Frontier orbital gap (eV): 9.24
DFT total energy (eV): -55541.8381

Element x y z (Å)
C (3.3868, 3.2663, 0.0955)
S (2.1700, 2.4096, -0.9453)
C (1.0981, 1.6935, 0.3392)
C (1.7361, 0.4923, 1.0189)
C (0.7997, -0.1333, 2.0742)
N (-0.4434, -0.5682, 1.4872)
C (-0.5177, -1.5265, 0.5421)
O (0.4525, -2.1616, 0.1823)
C (-1.9112, -1.6999, -0.0618)
C (-2.2500, -0.4234, -0.8479)
C (-3.5244, -0.6101, -1.6760)
N (-3.4644, -1.7711, -2.5236)
S (-2.8753, -1.5750, -4.0682)
O (-3.5046, -0.3976, -4.5921)
O (-3.0638, -2.8271, -4.7398)
C (-1.1108, -1.2547, -3.9395)
C (-0.6713, 0.0476, -3.7948)
C (0.6778, 0.2896, -3.5901)
C (1.5669, -0.7728, -3.5397)
C (1.1207, -2.0723, -3.7210)
C (-0.2286, -2.3169, -3.9221)
C (-3.1801, -3.0003, -1.8266)
C (-1.9054, -2.9184, -0.9880)
C (0.4446, 0.8909, 3.1549)
O (-0.6699, 1.3696, 3.2375)
N (1.4664, 1.2221, 3.9630)
C (1.3501, 2.1898, 5.0076)
C (2.1142, 1.9964, 6.2803)
C (2.5162, 3.0776, 5.3175)
H (4.0176, 2.5455, 0.6078)
H (3.9920, 3.8723, -0.5699)
H (2.8674, 3.9020, 0.8072)
H (0.1904, 1.3973, -0.1847)
H (0.8560, 2.4840, 1.0513)
H (1.9556, -0.2717, 0.2711)
H (2.6723, 0.7838, 1.4994)
H (1.3115, -0.9969, 2.5198)
H (-1.2484, -0.0280, 1.7809)
H (-2.6437, -1.8382, 0.7405)
H (-1.4162, -0.1909, -1.5130)
H (-2.3919, 0.4185, -0.1672)
H (-4.3862, -0.7229, -1.0074)
H (-3.6977, 0.2468, -2.3278)
H (-1.3909, 0.8498, -3.8513)
H (1.0349, 1.2994, -3.4550)
H (2.6146, -0.5816, -3.3641)
H (1.8190, -2.8947, -3.6954)
H (-0.6101, -3.3146, -4.0748)
H (-4.0386, -3.2250, -1.1822)
H (-3.1013, -3.7789, -2.5855)
H (-1.7990, -3.8271, -0.3939)
H (-1.0320, -2.8458, -1.6371)
H (2.3564, 0.7586, 3.8629)
H (0.3468, 2.5922, 5.0410)
H (1.6423, 2.2777, 7.2079)
H (2.7522, 1.1295, 6.3627)
H (2.3226, 4.1050, 5.5810)
H (3.4254, 2.9380, 4.7520)

***

2.
The following is a DFT calculation (the ωB97M-V functional and the def2-TZVPD basis) of C20H29NNiO2PS2 as an isolated structure.

Values from the calculation:
Energy relative to the best compared isomer or geometry (same formula, charge and spin) (kcal per mole): 10.5
<S²>: 2.02
Spin multiplicity: 3
Frontier orbital gap (alpha / beta) (eV): 6.33 / 6.79
DFT total energy (eV): -98798.7568
Total charge: -1

Element x y z (Å)
Ni (-1.6007, -0.2879, 1.0668)
C (-0.3005, 0.0601, 3.9419)
O (-1.3757, -0.6071, 3.2956)
C (-1.4392, -1.9859, 3.6025)
C (-2.6027, -2.5348, 2.8099)
O (-2.3697, -2.4385, 1.4137)
C (-1.6758, -3.5630, 0.8859)
H (-0.4337, -0.0036, 5.0279)
H (-0.3478, 1.0964, 3.6179)
H (0.6551, -0.3723, 3.6401)
H (-1.6118, -2.1278, 4.6798)
H (-0.4934, -2.4710, 3.3289)
H (-3.4902, -1.9298, 3.0069)
H (-2.8085, -3.5754, 3.0891)
H (-2.2330, -4.4767, 1.1216)
H (-0.6539, -3.6217, 1.2623)
H (-1.6364, -3.4230, -0.1922)
S (4.0073, -1.9041, 1.1101)
P (2.4938, -1.0380, 0.1912)
S (0.6608, -1.2033, 0.9693)
C (2.4183, -1.5732, -1.5640)
C (1.2300, -1.9539, -2.1699)
C (1.2092, -2.3095, -3.5135)
C (2.3759, -2.2799, -4.2592)
C (3.5694, -1.8951, -3.6582)
C (3.5901, -1.5488, -2.3185)
C (2.7902, 0.7593, -0.0213)
C (3.9511, 1.3713, 0.4261)
C (4.1236, 2.7416, 0.2667)
C (3.1394, 3.5009, -0.3436)
C (1.9731, 2.8911, -0.7956)
C (1.7980, 1.5290, -0.6310)
H (0.3233, -1.9489, -1.5786)
H (0.2739, -2.6002, -3.9762)
H (2.3600, -2.5530, -5.3077)
H (4.4852, -1.8679, -4.2366)
H (4.5217, -1.2656, -1.8436)
H (4.7096, 0.7621, 0.9024)
H (5.0299, 3.2166, 0.6238)
H (3.2725, 4.5698, -0.4620)
H (1.1914, 3.4794, -1.2604)
H (0.8713, 1.0595, -0.9404)
C (-1.8768, 2.1849, -1.7088)
C (-2.8619, 1.9964, -0.5392)
C (-4.2447, 1.6425, -1.1133)
C (-2.9660, 3.3200, 0.2362)
N (-2.4041, 0.9624, 0.3150)
H (-2.1901, 2.9872, -2.3855)
H (-1.7986, 1.2549, -2.2740)
H (-0.8877, 2.4235, -1.3160)
H (-4.6204, 2.4183, -1.7881)
H (-4.9595, 1.5118, -0.2990)
H (-4.1806, 0.6997, -1.6591)
H (-3.3188, 4.1436, -0.3924)
H (-1.9872, 3.5802, 0.6421)
H (-3.6543, 3.1974, 1.0744)